No. 1
Here is the molecule C12H15NSe at a distorted geometry from OMol25. Energies are from the ωB97M-V functional and the def2-TZVPD basis.

Geometry as XYZ:
```
29
Properties=species:S:1:pos:R:3:lowdin_charge:R:1
C 2.087 -1.588 1.728 -0.064
C -1.525 1.077 -0.012 -0.590
C 1.560 0.283 0.166 -0.526
C 2.734 1.004 0.494 -0.303
H -4.810 -0.889 0.028 0.092
H 0.760 0.121 2.009 0.091
H 0.063 -1.282 1.039 0.151
C -3.938 -0.301 0.089 -0.104
C 1.558 -0.419 -1.199 -0.185
C 0.951 -0.591 1.229 -0.216
C -3.441 0.416 1.175 -0.094
H 2.151 -2.259 0.892 0.058
H 2.325 -1.260 -0.863 0.154
H 1.823 -2.035 2.571 0.013
C -2.021 0.412 -1.149 -0.093
C -3.244 -0.257 -1.083 -0.082
H -1.525 0.522 -2.010 0.055
Se 0.099 2.137 -0.063 0.990
H 0.524 -0.727 -1.255 0.090
C -2.265 1.119 1.127 -0.174
H 3.114 -1.177 1.981 0.106
H -4.144 0.375 2.101 0.136
H -1.818 1.822 1.977 0.139
H 1.796 1.539 -2.165 0.026
H -3.789 -0.811 -1.825 0.104
H 1.761 0.150 -3.130 0.051
H 3.252 0.567 -2.322 0.058
N 3.754 1.497 0.741 0.197
C 2.209 0.551 -2.268 -0.079
```

SMILES: CCC(C#N)(CC)[Se]c1ccccc1
Energy above the lowest of the compared OMol25 structures with the same formula, charge and spin (kJ/mol): 37.7
HOMO (hartree): -0.3200



No. 2
Here is the molecule C12H15P at a distorted geometry from OMol25. Energies are from the ωB97M-V functional and the def2-TZVPD basis.

Geometry as XYZ:
```
28
Properties=species:S:1:pos:R:3:lowdin_charge:R:1
C 1.787 -0.466 -2.723 -0.039
H 1.056 3.199 -1.826 0.122
C -1.557 -2.339 4.034 -0.119
P 1.198 0.391 1.701 1.002
H -2.474 -2.949 2.171 0.102
H 2.786 -0.240 -3.063 0.060
H 0.347 -1.170 -0.372 0.006
C -0.936 -1.584 1.879 -0.103
H 1.114 -0.313 4.270 0.062
H 1.026 -0.275 -3.413 0.023
C -0.888 0.758 -2.270 0.060
C 0.163 1.274 -1.652 -0.417
H -0.524 3.121 -0.836 0.088
C -0.449 -1.707 4.627 -0.079
C -1.752 -2.355 2.695 -0.109
C 0.113 -0.840 2.446 -0.555
C 1.443 0.407 -1.422 -0.396
H -2.265 -2.867 4.693 0.107
H -1.611 1.565 -2.267 0.069
C 0.367 -0.903 3.817 -0.179
H 0.947 2.447 -0.265 0.035
H -0.210 -1.848 5.763 0.135
H 1.771 -1.596 -2.501 0.100
H 2.319 1.036 -1.181 0.123
C 0.363 2.598 -1.171 -0.090
H -0.978 -0.156 -2.810 0.065
C 0.975 -0.361 -0.239 -0.164
H -1.315 -1.495 0.879 0.089
```

SMILES: C=C(C)[C@H](C)/C=P/c1ccccc1
Energy above the lowest of the compared OMol25 structures with the same formula, charge and spin (kJ/mol): 275.0
HOMO (alpha / beta) (hartree): -0.2743 / -0.2771



No. 3
Here is a structure of composition C12H16AsB2F10N5O7Tc at a distorted geometry from OMol25. Energies are from the ωB97M-V functional and the def2-TZVPD basis.

Geometry as XYZ:
```
54
Properties=species:S:1:pos:R:3:lowdin_charge:R:1
H 0.328 -2.674 -4.375 0.116
Tc 0.400 -0.277 -0.253 1.916
O 1.585 0.250 -1.332 -0.240
H -2.042 -2.164 -3.787 0.117
F -2.266 3.201 -3.503 -0.257
H -1.135 0.341 3.989 0.123
H -1.292 3.672 2.019 0.154
C -2.176 -2.495 -2.736 0.030
H 1.794 -3.298 -3.540 0.107
F 3.038 0.459 -1.791 0.224
F -2.699 2.191 -1.181 -0.214
C -0.019 -0.493 2.348 -0.165
B 3.350 -0.743 -1.031 -0.854
O 2.528 -1.874 -1.563 0.134
F -0.500 3.435 -1.651 -0.186
F 4.752 -1.063 -1.247 0.144
H 2.102 -2.207 3.213 0.125
F -2.636 1.366 0.203 0.040
O -1.252 2.497 -0.436 -0.154
C -0.496 -0.543 3.783 0.048
As -1.379 2.043 -2.421 1.126
H 2.444 -0.601 3.984 0.122
N 0.293 1.348 0.803 0.037
N 1.981 -0.080 0.892 -0.093
N -1.269 -1.137 -0.865 -0.100
F -0.059 1.895 -3.660 -0.244
O 3.159 -0.453 0.417 0.208
H 0.326 -0.533 4.521 0.098
C 0.677 2.922 2.484 -0.011
C 1.503 -0.502 2.035 -0.423
H 1.582 3.535 2.519 0.157
H 0.024 4.391 1.045 0.152
N 1.210 -1.821 -1.497 -0.070
C -0.486 2.387 0.517 -0.364
F -4.387 -0.159 0.728 0.131
H -2.157 -3.604 -2.701 0.113
H 0.267 2.816 3.492 0.149
O -2.543 -0.854 -0.606 0.142
F -0.491 0.885 -1.339 -0.373
C 0.695 -3.167 -3.450 0.033
H 0.227 -4.169 -3.358 0.111
C 0.990 1.577 1.913 -0.310
F -2.257 0.651 -3.190 -0.233
C 0.337 -2.326 -2.254 -0.204
H 3.485 -1.194 2.675 0.124
C 2.434 -1.164 3.029 0.073
O 1.798 0.823 2.447 0.167
C -1.046 -1.942 -1.884 -0.145
O -2.218 -0.456 1.637 0.198
C -0.333 3.476 1.528 -0.011
N -0.931 -0.514 1.402 -0.041
H -3.185 -2.168 -2.414 0.110
B -2.959 -0.024 0.495 -0.964
H -1.093 -1.466 3.945 0.127
```

2S+1: 3
Charge: +1
Energy above the lowest of the compared OMol25 structures with the same formula, charge and spin (kJ/mol): 2538.8
HOMO (alpha / beta) (hartree): -0.4442 / -0.4441



No. 4
Here is a structure of composition C12H16BrCoN2O2 at a distorted geometry from OMol25. Energies are from the ωB97M-V functional and the def2-TZVPD basis.

Geometry as XYZ:
```
34
Properties=species:S:1:pos:R:3:lowdin_charge:R:1
O -7.063 -13.780 8.865 0.044
C -8.835 -13.954 7.347 -0.086
H -7.899 -17.345 5.019 0.051
C -7.492 -14.489 7.816 -0.474
C -8.670 -19.343 5.073 0.032
H -8.903 -13.819 6.270 0.069
H -8.782 -11.789 7.497 0.116
C -10.744 -17.059 7.129 -0.160
H -8.501 -13.032 10.233 0.129
H -10.331 -15.994 5.339 -0.038
H -9.998 -12.539 8.505 0.119
Co -7.398 -13.458 2.748 0.354
N -11.011 -16.264 6.032 -0.005
C -12.863 -16.358 7.246 -0.108
H -11.947 -17.511 8.915 0.096
H -9.593 -14.693 7.616 0.110
H -8.855 -21.383 5.911 0.128
C -7.575 -19.916 6.936 0.019
C -7.266 -18.573 6.574 0.023
H -9.744 -17.428 7.300 0.085
H -7.173 -20.469 7.768 0.127
C -8.011 -12.791 9.291 -0.133
H -13.863 -16.178 7.608 0.101
C -11.849 -17.018 7.961 -0.097
H -6.550 -17.876 6.988 0.137
C -8.982 -12.658 8.124 -0.145
H -9.246 -19.360 4.160 0.151
H -7.441 -11.874 9.432 0.127
C -12.293 -15.789 6.150 -0.129
C -8.421 -20.400 5.968 -0.001
O -6.858 -15.411 7.371 0.076
Br -8.775 -15.251 3.685 0.068
H -12.790 -15.160 5.429 0.114
N -7.927 -18.262 5.444 0.098
```

2S+1: 4
Charge: +1
HOMO (alpha / beta) (hartree): -0.3938 / -0.3916